[1]
# C2H6N2

An isolated molecule of C2H6N2 at a distorted geometry (ωB97M-V/def2-TZVPD, the Open Molecules 2025 dataset).

E = -5149.3677 eV
HOMO-LUMO gap = 0.3518 Ha

XYZ file:
```
10
Properties=species:S:1:pos:R:3:nbo_charge:R:1
C 1.24 -0.25 -0.01 -0.717
C 0.21 0.95 0.06 -0.011
N -1.05 0.90 0.05 -0.206
N -1.63 -0.31 -0.03 -0.675
H 0.79 -1.10 -0.66 0.216
H 1.49 -0.74 1.10 0.229
H 2.28 0.18 -0.44 0.239
H 0.50 1.95 -0.16 0.185
H -2.67 -0.35 -0.01 0.381
H -1.15 -1.23 0.11 0.359
```

[2]
# C2H6N2

An isolated molecule of C2H6N2 at a distorted geometry (ωB97M-V/def2-TZVPD, the Open Molecules 2025 dataset).

E = -5150.9025 eV
HOMO-LUMO gap = 0.3815 Ha

XYZ file:
```
10
Properties=species:S:1:pos:R:3:nbo_charge:R:1
C -1.13 -0.04 -0.82 -0.447
N 0.10 0.69 -0.82 -0.459
C 0.97 0.56 0.07 0.276
N 0.92 -0.20 1.25 -0.860
H -1.20 -0.87 -0.12 0.158
H -1.31 -0.44 -1.81 0.206
H -1.98 0.63 -0.63 0.205
H 1.88 1.12 0.00 0.161
H 0.05 -0.61 1.54 0.378
H 1.69 -0.84 1.34 0.381
```

[3]
# C2H6N2

An isolated molecule of C2H6N2 at a distorted geometry (ωB97M-V/def2-TZVPD, the Open Molecules 2025 dataset).

E = -5146.2320 eV
HOMO-LUMO gap (spin up / spin down) = 0.3263 / 0.3327 Ha

XYZ file:
```
10
Properties=species:S:1:pos:R:3:nbo_charge:R:1
C 0.15 0.71 -0.19 -0.304
C 0.72 -0.68 0.23 -0.268
N -1.24 0.56 0.26 -0.437
N -1.57 -0.77 -0.13 -0.382
H 0.66 1.68 -0.08 0.218
H 0.01 0.63 -1.32 0.185
H 1.58 -1.24 -0.03 0.183
H 0.52 -0.78 1.27 0.153
H -1.26 0.42 1.30 0.344
H -1.66 -0.92 -1.08 0.308
```

[4]
# C2H6N2

A cluster of 2 separate species, C2H6N2 in total at a distorted geometry (ωB97M-V/def2-TZVPD, the Open Molecules 2025 dataset).

multiplicity = 2
total charge = +1
E = -5138.6363 eV
HOMO-LUMO gap (spin up / spin down) = 0.1509 / 0.0771 Ha

XYZ file:
```
10
Properties=species:S:1:pos:R:3:nbo_charge:R:1
C 2.92 1.75 -2.47 0.117
N 3.08 0.49 -2.50 -0.153
H 3.72 2.45 -2.70 0.294
H 1.94 2.06 -2.07 0.288
H 2.86 0.05 -1.58 0.454
C -2.37 -1.15 2.46 -0.055
N -3.64 -1.10 2.49 -0.581
H -1.84 -0.72 3.31 0.164
H -1.84 -1.43 1.54 0.137
H -4.00 -1.83 1.87 0.336
```

[5]
# C2H6N2O

A structure of composition C2H6N2O at a distorted geometry (ωB97M-V/def2-TZVPD, the Open Molecules 2025 dataset).

E = -7193.8319 eV
HOMO-LUMO gap = 0.3609 Ha

XYZ file:
```
11
Properties=species:S:1:pos:R:3:nbo_charge:R:1
C -1.58 -0.12 1.07 -0.447
C 0.33 -0.43 -0.51 0.277
H -0.93 -1.10 1.51 0.200
H -1.71 0.92 1.73 0.233
H -2.57 -0.55 0.73 0.211
H 0.93 -1.27 0.38 0.076
H 2.37 -0.49 -0.86 0.384
H 1.03 1.76 -0.85 0.468
N -0.80 0.16 -0.41 -0.513
N 1.37 -0.14 -1.26 -0.328
O 1.57 1.26 -1.53 -0.560
```

[6]
# C2H6N2O

An isolated molecule of C2H6N2O at a distorted geometry (ωB97M-V/def2-TZVPD, the Open Molecules 2025 dataset).

E = -7194.9617 eV
HOMO-LUMO gap = 0.3536 Ha

XYZ file:
```
11
Properties=species:S:1:pos:R:3:nbo_charge:R:1
N -0.34 1.15 0.94 -0.674
N 0.70 1.20 0.08 -0.233
C 0.88 0.17 -0.72 0.014
C 0.12 -1.11 -0.32 -0.147
O -1.15 -0.71 -1.04 -0.700
H -0.93 0.29 1.37 0.329
H -0.34 1.76 1.65 0.372
H 1.68 0.30 -1.63 0.218
H 0.53 -1.90 -0.73 0.190
H 0.03 -1.12 0.71 0.166
H -1.19 -0.02 -0.31 0.466
```

[7]
# C2H6N2O

An isolated molecule of C2H6N2O at a distorted geometry (ωB97M-V/def2-TZVPD, the Open Molecules 2025 dataset).

E = -7198.5204 eV
HOMO-LUMO gap = 0.3845 Ha

XYZ file:
```
11
Properties=species:S:1:pos:R:3:nbo_charge:R:1
N 1.39 0.56 1.29 -0.836
C 0.78 0.72 -0.05 -0.352
C -0.36 -0.10 -0.51 0.681
N -1.36 -0.66 0.52 -0.884
O -0.59 -0.44 -1.69 -0.574
H 0.70 0.59 2.07 0.360
H 2.02 -0.25 1.41 0.375
H 1.58 0.49 -0.80 0.241
H 0.59 1.77 -0.29 0.235
H -1.02 -0.72 1.49 0.363
H -1.93 -1.43 0.34 0.391
```

[8]
# C2H6N2O

An isolated molecule of C2H6N2O at a distorted geometry (ωB97M-V/def2-TZVPD, the Open Molecules 2025 dataset).

E = -7195.3259 eV
HOMO-LUMO gap = 0.3690 Ha

XYZ file:
```
11
Properties=species:S:1:pos:R:3:nbo_charge:R:1
N 1.95 -0.21 0.09 -0.665
N 0.74 0.37 0.45 -0.484
C -0.29 -0.11 -0.37 0.217
C -1.78 0.44 0.08 -0.124
O -1.24 -0.89 0.34 -0.518
H 2.30 0.23 -0.70 0.346
H 1.99 -1.32 -0.09 0.322
H 0.50 0.25 1.42 0.367
H 0.07 -0.26 -1.45 0.194
H -1.77 1.04 0.87 0.170
H -2.49 0.47 -0.63 0.175
```

[9]
# C2H6N2O

A cluster of 2 separate species, C2H6N2O in total at a distorted geometry (ωB97M-V/def2-TZVPD, the Open Molecules 2025 dataset).

E = -7197.5346 eV
HOMO-LUMO gap = 0.3838 Ha

XYZ file:
```
11
Properties=species:S:1:pos:R:3:nbo_charge:R:1
H 2.39 0.95 0.16 0.347
N 1.66 0.41 0.61 -0.742
C 1.65 -0.78 0.15 0.291
N 0.50 -1.52 0.11 -0.803
H 2.54 -1.37 -0.09 0.145
H 0.51 -2.48 0.41 0.382
H -0.33 -1.06 0.46 0.381
C -2.25 1.45 -0.48 0.293
O -3.37 1.71 -0.80 -0.489
H -1.36 2.02 -0.80 0.107
H -1.96 0.68 0.26 0.088
```

[10]
# C2H6N2O2

A cluster of 2 separate species, C2H6N2O2 in total at a distorted geometry (ωB97M-V/def2-TZVPD, the Open Molecules 2025 dataset).

E = -9244.9432 eV
HOMO-LUMO gap = 0.3872 Ha

XYZ file:
```
12
Properties=species:S:1:pos:R:3:nbo_charge:R:1
N 0.30 -0.20 1.42 -0.845
C 1.22 -0.66 0.50 0.518
O 2.11 -0.01 0.04 -0.607
H 0.03 -0.79 2.21 0.410
H 0.02 0.80 1.39 0.426
H 1.24 -1.76 0.47 0.110
N -0.23 0.80 -1.17 -0.955
C -1.39 0.29 -0.66 0.565
O -1.92 0.53 0.43 -0.546
H -0.37 1.07 -2.18 0.389
H 0.73 0.56 -1.14 0.442
H -1.74 -0.63 -1.34 0.094
```

[11]
# C2H6N2O2

An isolated molecule of C2H6N2O2 at a distorted geometry (ωB97M-V/def2-TZVPD, the Open Molecules 2025 dataset).

E = -9242.7256 eV
HOMO-LUMO gap = 0.3858 Ha

XYZ file:
```
12
Properties=species:S:1:pos:R:3:nbo_charge:R:1
C 0.86 1.37 0.10 -0.702
C 1.10 -0.18 0.04 0.658
O 2.16 -0.71 0.10 -0.549
N -0.02 -0.89 -0.19 -0.030
N -0.15 -2.16 0.06 -0.551
O -1.53 -0.15 0.12 -0.690
H -0.15 1.54 0.02 0.237
H 1.21 1.75 1.00 0.230
H 1.25 1.97 -0.81 0.230
H -0.62 -2.80 -0.57 0.356
H -0.60 -2.45 0.88 0.354
H -2.07 -0.10 -0.63 0.457
```

[12]
# C2H6N2O2

An isolated molecule of C2H6N2O2 at a distorted geometry (ωB97M-V/def2-TZVPD, the Open Molecules 2025 dataset).

E = -9241.1000 eV
HOMO-LUMO gap = 0.3788 Ha

XYZ file:
```
12
Properties=species:S:1:pos:R:3:nbo_charge:R:1
H -2.82 -0.81 0.38 0.361
N -1.91 -0.55 0.24 -0.733
C -1.67 0.67 -0.01 0.432
O -0.58 1.53 -0.10 -0.484
N 0.95 1.49 -0.15 -0.029
O 1.31 0.43 0.62 -0.371
C 1.44 -0.73 -0.17 -0.258
H -2.56 1.40 -0.02 0.145
H 1.21 2.42 0.33 0.363
H 2.40 -0.77 -0.75 0.176
H 0.53 -0.93 -0.84 0.202
H 1.48 -1.41 0.59 0.194
```

[13]
# C2H6N2O2

A cluster of 2 separate species, C2H6N2O2 in total at a distorted geometry (ωB97M-V/def2-TZVPD, the Open Molecules 2025 dataset).

E = -9246.8725 eV
HOMO-LUMO gap = 0.3926 Ha

XYZ file:
```
12
Properties=species:S:1:pos:R:3:nbo_charge:R:1
N -2.07 -0.09 0.07 -0.811
C -1.32 0.78 -0.66 0.526
O -1.19 1.96 -0.36 -0.632
H -2.18 0.12 1.05 0.395
H -1.96 -1.08 -0.18 0.406
H -0.82 0.32 -1.55 0.115
N 1.75 0.31 0.46 -0.814
C 1.43 -0.94 0.04 0.524
O 0.30 -1.42 0.09 -0.642
H 1.02 1.00 0.59 0.416
H 2.71 0.63 0.52 0.400
H 2.32 -1.58 -0.07 0.116
```

[14]
# C2H6N2O2

A cluster of 2 separate species, C2H6N2O2 in total at a distorted geometry (ωB97M-V/def2-TZVPD, the Open Molecules 2025 dataset).

E = -9238.5014 eV
HOMO-LUMO gap (spin up / spin down) = 0.2802 / 0.2814 Ha

XYZ file:
```
12
Properties=species:S:1:pos:R:3:nbo_charge:R:1
C 2.33 -0.45 0.06 -0.443
C -2.57 -0.06 -0.07 -0.271
N 0.26 -0.06 0.37 0.007
N 1.23 0.64 0.14 0.281
O 1.50 1.79 -0.11 -0.395
O -1.65 0.95 -0.15 -0.436
H 2.71 -0.42 1.01 0.218
H 2.96 -0.02 -0.73 0.244
H 1.70 -1.42 -0.17 0.256
H -3.14 0.01 0.84 0.161
H -2.08 -1.01 -0.23 0.191
H -3.25 0.06 -0.95 0.188
```

[15]
# C2H6N2O2

An isolated molecule of C2H6N2O2 at a distorted geometry (ωB97M-V/def2-TZVPD, the Open Molecules 2025 dataset).

E = -9246.1445 eV
HOMO-LUMO gap = 0.4022 Ha

XYZ file:
```
12
Properties=species:S:1:pos:R:3:nbo_charge:R:1
N -1.28 0.05 -1.62 -0.792
C 0.03 0.08 -1.24 0.089
O -0.01 0.95 0.24 -0.605
C 0.11 -0.17 0.99 0.866
N 1.29 -0.20 1.71 -0.848
O -0.73 -1.03 1.12 -0.667
H -1.65 0.99 -1.61 0.373
H -1.78 -0.52 -0.94 0.397
H 0.47 -0.91 -1.26 0.213
H 0.61 0.83 -1.78 0.194
H 1.67 0.72 1.87 0.388
H 1.27 -0.78 2.54 0.392
```

[16]
# C2H6N2O2S

A structure of composition C2H6N2O2S at a distorted geometry (ωB97M-V/def2-TZVPD, the Open Molecules 2025 dataset).

E = -20076.3714 eV
HOMO-LUMO gap = 0.3451 Ha

XYZ file:
```
13
Properties=species:S:1:pos:R:3:nbo_charge:R:1
C 1.40 1.19 -0.13 0.160
C 1.91 0.06 -0.90 -0.265
N -1.03 0.34 1.49 -1.081
N -1.01 -1.09 -0.47 -1.079
O -1.98 1.41 -0.51 -0.926
O 1.81 0.14 0.53 -0.472
S -0.89 0.58 -0.16 1.706
H 1.27 -0.76 -1.22 0.190
H 2.77 -0.02 -1.43 0.188
H -1.12 1.16 2.06 0.401
H -0.20 0.03 1.98 0.399
H -1.62 -1.64 0.13 0.392
H -1.29 -1.39 -1.36 0.388
```

[17]
# C2H6N2O2S

An isolated molecule of C2H6N2O2S at a distorted geometry (ωB97M-V/def2-TZVPD, the Open Molecules 2025 dataset).

E = -20078.3905 eV
HOMO-LUMO gap = 0.3478 Ha

XYZ file:
```
13
Properties=species:S:1:pos:R:3:nbo_charge:R:1
C -1.97 0.67 1.25 -0.720
S -1.11 1.34 -0.19 0.240
C 0.22 0.20 -0.35 0.180
N 0.14 -0.96 0.20 -0.225
O 1.35 -1.65 0.07 -0.599
N 1.35 0.69 -1.02 -0.347
O 1.80 -0.16 -2.05 -0.560
H -1.32 0.55 2.07 0.227
H -2.70 1.39 1.51 0.226
H -2.40 -0.31 1.01 0.233
H 1.15 -2.50 0.49 0.485
H 1.19 1.59 -1.43 0.371
H 2.30 -0.84 -1.57 0.487
```

[18]
# C2H6N2O3

A cluster of 2 separate species, C2H6N2O3 in total at a distorted geometry (ωB97M-V/def2-TZVPD, the Open Molecules 2025 dataset).

E = -11290.0314 eV
HOMO-LUMO gap (spin up / spin down) = 0.3520 / 0.3415 Ha

XYZ file:
```
13
Properties=species:S:1:pos:R:3:nbo_charge:R:1
C -2.51 0.61 -0.53 -0.150
C 1.06 -0.25 0.13 0.804
N -1.81 -0.05 0.23 -0.185
N -0.08 -0.76 -0.63 -0.516
O 1.13 -0.75 1.39 -0.727
O 2.27 -0.54 -0.47 -0.705
O 0.97 1.17 0.24 -0.742
H -3.41 0.88 -0.05 0.207
H -2.51 0.58 -1.66 0.204
H -0.18 -1.74 -0.40 0.351
H 1.94 -0.71 1.77 0.485
H 2.39 0.20 -1.12 0.492
H 0.75 1.37 1.10 0.483
```

[19]
# C2H6N2O3

An isolated molecule of C2H6N2O3 at a distorted geometry (ωB97M-V/def2-TZVPD, the Open Molecules 2025 dataset).

E = -11287.8659 eV
HOMO-LUMO gap = 0.3820 Ha

XYZ file:
```
13
Properties=species:S:1:pos:R:3:nbo_charge:R:1
C 0.20 -1.19 1.74 -0.260
O 0.71 -0.22 0.81 -0.450
N 0.61 -0.58 -0.61 -0.347
C -0.62 0.26 -1.15 -0.151
N -0.27 1.71 -0.95 0.523
O 0.64 2.21 -1.54 -0.371
O -0.97 2.22 -0.13 -0.375
H 0.86 -0.86 2.52 0.215
H 0.37 -2.29 1.32 0.186
H -0.87 -0.98 1.75 0.180
H 1.55 -0.41 -0.93 0.383
H -1.61 0.23 -0.63 0.243
H -0.62 -0.09 -2.18 0.224
```

[20]
# C2H6N2O3

A cluster of 2 separate species, C2H6N2O3 in total at a distorted geometry (ωB97M-V/def2-TZVPD, the Open Molecules 2025 dataset).

E = -11289.8947 eV
HOMO-LUMO gap (spin up / spin down) = 0.3649 / 0.3467 Ha

XYZ file:
```
13
Properties=species:S:1:pos:R:3:nbo_charge:R:1
C 1.35 1.76 0.64 -0.173
C -0.62 -0.75 -0.34 0.771
N 1.44 0.59 1.01 -0.221
N 0.65 -0.52 -0.90 -0.422
O -1.20 0.44 -0.05 -0.717
O -1.46 -1.43 -1.25 -0.719
O -0.47 -1.60 0.79 -0.738
H 1.52 2.55 1.42 0.218
H 1.30 1.85 -0.42 0.202
H 0.64 0.36 -1.42 0.313
H -2.00 0.27 0.40 0.486
H -1.40 -2.39 -1.21 0.497
H 0.25 -1.13 1.34 0.505
```

Energy above the lowest of the compared OMol25 structures with the same formula, charge and spin: 246.2, 98.1, 548.8, 415.5, 574.6, 465.6, 122.3, 430.5, 217.4, 229.1, 443.1, 599.9, 42.9, 850.6, 113.2, 551.4, 356.6, 511.0, 719.9, 524.1 (kJ/mol)